Density functional theory data (the ωB97M-V functional and the def2-TZVPD basis) for a structure of composition C40H44Br2N6O3STl.

```
97
Properties=species:S:1:pos:R:3:lowdin_charge:R:1
Tl 0.438 -0.130 0.435 0.93
C -2.126 -5.369 -2.183 -0.10
C -0.859 -4.641 -1.671 -0.38
C 0.362 -5.202 -2.384 -0.08
C -0.653 -4.551 -0.156 -0.17
C 0.630 -4.084 0.355 -0.04
C 0.742 -3.779 1.731 -0.06
C -0.307 -4.139 2.615 -0.28
C -0.165 -3.945 4.101 -0.06
C -1.501 -4.688 2.122 -0.05
C -1.738 -4.808 0.745 -0.02
H -2.019 -5.632 -3.246 0.07
H -3.073 -4.819 -2.015 0.08
H -2.252 -6.374 -1.747 0.08
H -1.040 -3.625 -2.108 0.14
H 0.814 -5.986 -1.821 0.08
H 1.148 -4.474 -2.450 0.05
H 0.135 -5.504 -3.426 0.09
H 1.443 -3.926 -0.367 0.09
H 1.738 -3.400 2.111 0.12
H 0.769 -3.407 4.375 0.05
H -0.091 -4.911 4.542 0.07
H -1.013 -3.401 4.544 0.08
H -2.282 -4.961 2.824 0.11
H -2.707 -5.171 0.328 0.11
C -2.340 3.700 2.164 -0.01
C -1.175 3.621 3.149 -0.25
C -0.978 4.544 4.231 0.00
C -0.040 4.283 5.190 -0.01
C 0.699 3.045 5.073 -0.18
C 1.595 2.574 6.033 -0.60
Br 2.034 3.632 7.518 0.86
C 2.120 1.241 6.045 -0.17
C 2.030 0.529 4.899 -0.60
Br 2.852 -1.129 4.807 0.88
C 1.223 0.955 3.731 -0.34
O 1.097 0.207 2.729 -0.22
C 0.513 2.216 3.884 -0.12
N -0.415 2.529 2.978 0.17
H -2.849 4.689 2.032 0.10
H -3.053 2.994 2.492 0.06
H -1.909 3.448 1.200 0.06
H -1.686 5.396 4.289 0.13
H 0.106 4.935 6.072 0.09
H 2.763 0.942 6.937 0.13
O 0.558 2.113 -1.385 -0.41
S -0.802 2.222 -1.944 0.58
O -1.560 3.358 -1.478 -0.27
N -1.516 0.872 -1.425 -0.11
C -2.869 0.730 -1.439 -0.22
C -3.706 1.185 -2.509 0.03
C -5.084 1.074 -2.483 -0.03
C -5.764 0.650 -1.319 0.04
C -4.972 0.209 -0.219 -0.13
C -5.603 -0.270 0.961 0.00
C -4.816 -0.583 2.061 -0.03
C -3.408 -0.552 1.869 -0.11
N -2.796 -0.133 0.793 0.11
C -3.519 0.224 -0.263 -0.15
C -0.610 2.185 -3.695 -0.30
C -0.554 0.955 -4.323 -0.06
C -0.046 0.857 -5.623 -0.07
C 0.295 2.002 -6.278 -0.07
C -0.035 3.263 -5.730 -0.05
C -0.396 3.399 -4.387 -0.04
H -3.248 1.615 -3.403 0.12
H -5.618 1.236 -3.375 0.10
H -6.853 0.739 -1.321 0.13
H -6.702 -0.434 1.047 0.14
H -5.239 -1.045 2.975 0.12
H -2.778 -0.867 2.734 0.13
H -0.784 0.018 -3.814 0.12
H 0.158 -0.090 -6.041 0.10
H 0.838 1.938 -7.197 0.11
H 0.025 4.194 -6.347 0.12
H -0.667 4.369 -3.953 0.13
C 4.539 -0.142 -2.732 -0.05
N 4.176 -0.220 -1.307 -0.15
C 3.836 -1.568 -0.868 -0.06
C 3.838 0.882 -0.562 -0.47
N 3.015 0.702 0.409 0.05
N 4.357 2.110 -0.867 -0.17
C 5.712 2.451 -1.353 -0.04
C 3.501 3.237 -0.717 -0.08
H 3.785 -0.544 -3.401 0.08
H 5.515 -0.706 -2.819 0.11
H 4.692 0.852 -3.130 0.07
H 4.729 -2.156 -1.020 0.08
H 3.001 -1.929 -1.442 0.07
H 3.599 -1.674 0.216 0.09
H 2.845 1.613 0.851 0.04
H 6.368 1.557 -1.443 0.10
H 6.220 3.095 -0.637 0.08
H 5.530 2.966 -2.302 0.08
H 2.450 2.915 -0.919 0.07
H 3.808 3.994 -1.424 0.08
H 3.581 3.712 0.269 0.09
```

The molecular weight comes out at 1053.1 g/mol. The calculated total energy is -212882.2800 eV. As for the charge: +1. The value obtained for the HOMO-LUMO gap (alpha / beta) is 5.54 / 4.94 eV.

***

Density functional theory data (the ωB97M-V functional and the def2-TZVPD basis) for a structure of composition C40H44CoN6O3.

```
94
Properties=species:S:1:pos:R:3:mulliken_spin:R:1
Co 2.065 -0.904 -0.394 1.09
C 4.518 -2.800 -2.235 0.01
C 4.185 -2.798 -0.884 0.00
C 4.242 -1.447 -0.414 0.01
C 4.620 -0.641 -1.533 0.01
C 4.775 -1.465 -2.640 0.01
H 4.569 -3.674 -2.870 0.00
H 4.027 -3.676 -0.271 0.00
H 4.461 -1.167 0.608 0.00
H 4.795 0.425 -1.492 0.00
H 5.027 -1.147 -3.642 0.00
C -5.374 -0.590 2.809 0.00
O -4.604 -1.247 3.792 0.00
C -3.463 -0.633 4.221 0.00
C -2.842 -1.213 5.325 0.00
C -1.715 -0.632 5.863 0.00
C -1.146 0.495 5.276 0.00
C -1.755 1.059 4.165 0.01
C -2.921 0.510 3.645 0.01
N -0.079 1.134 5.996 0.00
N 0.887 1.654 5.427 0.01
C 1.187 1.429 4.050 -0.03
C 1.395 2.603 3.294 0.14
C 1.637 2.566 1.942 -0.02
C 1.775 1.324 1.285 0.14
O 1.895 1.170 0.017 0.19
C 1.782 0.143 2.116 0.09
N 2.105 -0.974 1.472 0.34
C 1.906 -2.282 2.060 -0.06
C 1.504 -2.237 3.499 0.08
C 1.313 -1.099 4.164 -0.03
C 1.398 0.186 3.480 0.01
H -6.289 -1.167 2.701 0.00
H -4.855 -0.561 1.846 0.00
H -5.625 0.430 3.114 0.00
H -3.285 -2.097 5.763 0.00
H -1.256 -1.044 6.753 0.00
H -1.333 1.947 3.713 -0.02
H -3.393 0.985 2.797 0.00
H 1.302 3.548 3.814 0.01
H 1.731 3.477 1.363 0.00
H 2.853 -2.833 1.991 0.01
H 1.431 -3.187 4.015 0.01
H 1.100 -1.125 5.223 0.00
C 2.147 3.887 -2.907 0.00
C 1.484 3.302 -4.147 0.00
N 0.048 3.057 -3.981 0.00
C -0.849 4.213 -3.967 0.00
C -1.377 4.544 -2.578 0.00
C -0.499 1.839 -3.889 0.00
O -1.722 1.662 -3.789 0.00
C 0.382 0.635 -3.783 0.00
C 0.309 -0.418 -4.693 -0.01
C 0.978 -1.588 -4.386 0.00
C 1.599 -1.716 -3.147 -0.01
N 1.630 -0.714 -2.263 0.01
C 1.088 0.454 -2.613 0.03
H 3.199 4.079 -3.117 0.00
H 2.096 3.209 -2.055 0.00
H 1.686 4.834 -2.625 0.00
H 1.962 2.368 -4.433 0.00
H 1.598 3.992 -4.986 0.00
H -1.681 4.004 -4.641 0.00
H -0.285 5.054 -4.371 0.00
H -2.024 3.746 -2.219 0.00
H -1.957 5.466 -2.612 0.00
H -0.562 4.679 -1.868 0.00
H -0.266 -0.317 -5.605 0.00
H 0.976 -2.429 -5.065 0.00
H 2.074 -2.633 -2.831 0.00
H 1.173 1.239 -1.872 -0.01
C -3.664 -0.355 -1.371 0.00
N -2.214 -0.510 -1.634 0.00
C -1.935 -1.836 -2.239 0.00
C -1.360 -0.222 -0.385 -0.01
C -0.900 -1.454 0.331 -0.04
C -1.830 -2.138 1.168 0.43
C -1.457 -3.325 1.830 -0.15
C -0.182 -3.786 1.749 0.34
C 0.882 -2.999 1.057 0.02
C 0.401 -1.854 0.180 0.25
H -4.213 -0.542 -2.291 0.00
H -3.855 0.659 -1.029 0.00
H -3.956 -1.072 -0.608 0.00
H -1.975 0.196 -2.352 0.00
H -2.376 -2.606 -1.610 0.00
H -0.862 -1.987 -2.280 0.01
H -2.367 -1.847 -3.237 0.00
H -1.981 0.414 0.248 -0.01
H -0.497 0.350 -0.718 -0.01
H -2.827 -1.739 1.312 0.09
H -2.196 -3.867 2.407 0.00
H 0.093 -4.714 2.235 -0.01
H 1.510 -3.663 0.452 0.07
```

The molecular weight comes out at 715.8 g/mol. The calculated total energy is -94898.4219 eV. As for the charge: 0. The value obtained for the HOMO-LUMO gap (alpha / beta) is 6.12 / 5.85 eV. As for the multiplicity: 4.

***

Density functional theory data (the ωB97M-V functional and the def2-TZVPD basis) for a structure of composition C40H44N4STi.

```
90
Properties=species:S:1:pos:R:3:mulliken_spin:R:1
Ti 0.500 -0.311 -0.547 0.97
N 1.825 -3.890 3.640 0.00
N -0.376 -2.386 -1.959 0.06
C 1.358 1.681 -0.560 0.00
C 2.382 0.718 -0.157 -0.11
C 2.463 0.779 1.321 0.10
C 3.538 0.357 2.073 -0.11
H 4.284 -0.290 1.610 0.00
H 2.744 -1.556 3.035 0.01
H 3.558 0.519 3.148 0.01
C 1.311 1.532 1.769 -0.02
C 0.923 1.710 3.188 -0.01
H 1.179 2.708 3.575 0.00
H 1.416 0.968 3.830 0.00
H -0.166 1.587 3.306 0.00
C 0.709 2.151 0.666 -0.01
C -0.205 3.317 0.768 0.02
H -1.043 3.117 1.450 -0.01
H -0.617 3.582 -0.211 0.00
H 0.323 4.206 1.150 0.00
C 3.560 0.326 -0.985 0.01
H 4.387 1.054 -0.905 0.01
H 3.293 0.255 -2.045 -0.02
H 3.957 -0.645 -0.667 0.00
C 1.385 2.422 -1.848 0.01
H 0.386 2.718 -2.182 -0.01
H 1.861 1.844 -2.647 -0.01
H 1.985 3.337 -1.720 0.00
C 1.135 -4.955 3.990 0.00
H 1.476 -5.501 4.891 0.00
C -0.013 -5.357 3.262 0.01
H -0.617 -6.159 3.695 0.00
C -0.356 -4.684 2.084 0.00
H -1.267 -4.955 1.539 0.00
C 0.451 -3.657 1.629 0.05
H 0.267 -3.120 0.695 -0.05
C 1.575 -3.266 2.451 -0.03
C 2.404 -2.159 2.201 0.03
H 2.625 -1.939 1.165 -0.01
C -0.236 -1.080 -2.314 0.01
C 0.315 -3.156 -2.886 0.01
H 0.482 -4.214 -2.800 0.00
C 0.693 -2.345 -3.925 0.01
H 1.121 -2.602 -4.872 0.01
N 0.336 -1.036 -3.604 -0.01
C 0.245 0.092 -4.435 0.00
C 1.249 0.404 -5.366 0.00
C 1.074 1.537 -6.183 0.00
H 1.839 1.732 -6.920 0.00
C -0.026 2.390 -6.047 0.00
C -0.196 3.570 -6.947 0.00
H -0.736 4.368 -6.443 0.00
H -0.756 3.337 -7.854 0.00
H 0.763 3.968 -7.264 0.00
C -0.941 2.114 -5.039 0.00
H -1.775 2.790 -4.858 0.00
C -0.834 0.975 -4.232 0.01
C -1.805 0.696 -3.129 0.00
H -2.212 -0.329 -3.147 0.00
H -2.648 1.394 -3.216 0.00
H -1.349 0.891 -2.127 0.01
C 2.509 -0.397 -5.429 0.00
H 2.342 -1.420 -5.799 0.00
H 3.026 -0.458 -4.453 0.00
H 3.175 0.100 -6.147 0.00
N -1.023 -0.180 0.604 0.14
S -2.386 -0.745 1.449 0.08
C -1.834 -1.513 2.952 0.02
C -0.597 -1.274 3.547 0.00
C -0.318 -1.852 4.791 -0.01
C -1.263 -2.657 5.418 0.01
C -2.489 -2.923 4.804 0.00
C -2.771 -2.362 3.562 -0.01
C -3.006 0.826 2.136 0.12
C -3.829 1.613 1.312 0.21
C -4.265 2.864 1.750 -0.15
C -3.888 3.337 3.014 0.39
C -3.125 2.528 3.863 -0.11
C -2.718 1.258 3.436 0.12
H -1.252 0.788 0.333 0.00
H 0.128 -0.671 3.004 0.02
H 0.652 -1.670 5.257 0.00
H -1.030 -3.102 6.390 0.00
H -3.227 -3.566 5.279 0.00
H -3.708 -2.553 3.041 0.00
H -4.124 1.218 0.338 0.03
H -4.912 3.469 1.109 0.00
H -4.213 4.322 3.353 0.06
H -2.861 2.866 4.869 0.00
H -2.196 0.597 4.127 0.08
```

The molecular weight comes out at 660.8 g/mol. The calculated total energy is -82097.3699 eV. As for the charge: -2. The value obtained for the HOMO-LUMO gap (alpha / beta) is 2.91 / 3.54 eV. As for the multiplicity: 3.